Below is a molecular structure, C10H27N4O6Zn, with properties calculated with ωB97M-V with the def2-TZVPD basis set.

```
48
C10H27N4O6Zn, DFT ωB97M-V with the def2-TZVPD basis set
Zn 1.32 -24.05 5.21
O -3.67 -25.86 2.64
O -0.26 -23.17 6.03
O 1.01 -23.99 3.23
O 3.51 -25.16 4.63
O 2.54 -23.25 6.51
O 0.89 -26.04 5.64
N -1.75 -25.14 3.65
N -1.85 -25.31 1.37
N -0.22 -27.63 4.46
N 1.43 -28.22 5.97
C 4.62 -27.30 4.27
C 1.74 -22.43 7.31
C 4.56 -25.56 2.48
C 3.80 -26.16 3.68
C 0.72 -27.21 5.34
C -2.51 -25.46 2.55
C 1.27 -22.89 2.44
C 0.27 -22.70 1.32
C 0.28 -22.18 6.85
C 1.48 -21.62 3.27
H -2.32 -25.54 0.52
H -0.36 -22.09 7.74
H 1.37 -29.17 5.67
H 2.30 -28.00 6.42
H 3.94 -24.83 1.96
H 1.54 -20.74 2.63
H 4.59 -28.18 3.63
H -2.17 -25.15 4.56
H 5.67 -27.00 4.34
H 0.65 -21.52 3.99
H -0.77 -22.61 1.65
H 2.85 -26.50 3.27
H 0.58 -21.89 0.65
H -0.82 -24.74 3.50
H 4.24 -27.62 5.24
H -0.30 -28.60 4.21
H 2.23 -21.44 7.47
H 5.42 -25.00 2.85
H 0.32 -23.55 0.62
H 2.26 -23.03 1.93
H 4.83 -26.36 1.79
H 0.30 -21.22 6.30
H 1.78 -22.84 8.35
H 2.39 -21.67 3.88
H -0.92 -24.91 1.33
H 4.30 -24.86 5.10
H -0.85 -26.97 4.00
```

Results
Total charge: -1
Electronic energy in Eh: -2847.15540
Lowest unoccupied orbital energy in hartree: 0.08967
Gap between HOMO and LUMO in eV: 6.101